A 8-piece molecular cluster, C35H93N9O11 overall in a non-equilibrium geometry, computed with the ωB97M-V functional and the def2-TZVPD basis.

The value obtained for the lowest unoccupied orbital energy is 0.66 eV. The calculation puts the energy relative to the best compared isomer or geometry (same formula, charge and spin) at 0.000 eV. As for the SMILES: COC[C@H](C)N.COC[C@H](C)N.COC[C@H](C)N.COC[C@H](C)N.COCCNCCOC.COCCNCCOC.COCCNCCOC.NC(N)=O. Its total energy is -2709.583501 hartree.

Each line ends with the Mulliken charge.
Cartesian coordinates (Å):
C 5.7980 4.5244 -2.8723  -0.7516
O 4.5345 4.1746 -2.3576  -0.3365
C 4.0679 2.9463 -2.9007  -0.6530
C 2.5737 2.8683 -2.7854  0.1365
C 1.9687 3.0782 -1.4006  -0.6251
N 2.0900 1.6088 -3.3888  -0.3343
H 6.3051 5.3821 -2.4388  0.2727
H 5.7649 4.7347 -3.9510  0.2860
H 6.4171 3.6213 -2.7717  0.2896
H 4.2998 2.9180 -3.9752  0.5094
H 4.6528 2.1697 -2.3886  0.2399
H 2.2412 3.7515 -3.3451  0.2904
H 2.2206 2.2613 -0.7263  -0.0478
H 0.8800 3.1088 -1.4582  -0.1229
H 2.3211 4.0210 -0.9824  0.5286
H 2.6701 0.8474 -3.0095  -0.2066
H 2.2747 1.6441 -4.3863  0.3308
C 3.7315 -3.5071 1.1726  -0.3395
O 5.1111 -3.5945 1.4367  -0.4364
C 5.7020 -2.4130 1.9441  -0.2422
C 7.1108 -2.8193 2.3589  0.4544
C 7.1018 -3.6357 3.6403  -1.4043
N 7.9367 -1.6053 2.6087  -0.7494
H 3.6165 -3.0711 0.1724  0.2277
H 3.1676 -2.9298 1.9078  0.3529
H 3.2326 -4.4723 1.0847  0.0753
H 5.7923 -1.7187 1.0946  -0.0331
H 5.1304 -1.9133 2.7299  0.3705
H 7.5540 -3.4118 1.5520  0.2757
H 6.7291 -2.9684 4.4202  0.3511
H 8.1035 -3.9892 3.8939  0.3756
H 6.4697 -4.5227 3.6030  0.3030
H 7.9204 -1.1084 1.7190  0.2621
H 8.8825 -1.9621 2.7147  0.2788
C -0.8876 0.5204 4.2048  -0.5944
O -0.5051 1.2406 5.3758  -0.2708
C 0.5913 0.6314 6.0174  -0.4523
C 1.1568 1.5388 7.0905  0.3534
C 1.5025 2.9319 6.5524  -0.7063
N 2.3792 1.0285 7.7072  -0.7083
H -1.3587 -0.3906 4.5909  0.4384
H -0.0465 0.1784 3.5914  0.1878
H -1.5187 1.1485 3.5830  0.0901
H 0.3864 -0.3850 6.3810  0.3361
H 1.4031 0.4470 5.2927  0.0989
H 0.4409 1.6184 7.9151  0.3025
H 0.6500 3.3217 5.9911  -0.0911
H 2.2579 2.7994 5.7730  0.0451
H 1.7625 3.6190 7.3494  0.4070
H 3.1193 0.9411 7.0173  0.2474
H 2.2605 0.1160 8.1340  0.2594
C -5.3879 1.2869 -2.0538  -0.6993
O -4.0973 1.8441 -2.1051  -0.4028
C -3.0669 0.9259 -2.3934  -0.8208
C -1.7349 1.6184 -2.3305  1.2701
C -1.5774 2.7090 -3.4029  -1.6654
N -0.6345 0.6478 -2.5132  -0.0858
H -5.6560 0.9280 -3.0521  0.2783
H -6.1105 2.0193 -1.7042  0.3329
H -5.4098 0.4513 -1.3445  0.2521
H -3.0867 0.0646 -1.7177  0.2538
H -3.2590 0.5466 -3.4063  0.3868
H -1.6199 2.1269 -1.3668  -0.3996
H -1.8830 2.3114 -4.3771  0.3742
H -0.5230 2.9464 -3.5524  0.4305
H -2.1036 3.6427 -3.2023  0.3485
H -0.8762 0.0610 -3.3128  0.3762
H 0.2366 1.0948 -2.8440  -0.1516
C -2.9088 7.1591 5.9737  -0.7602
O -2.0094 6.2963 5.2941  -0.3086
C -2.7264 5.5632 4.3204  -0.6986
C -1.8111 4.4842 3.7363  0.2990
N -1.2826 4.8660 2.4332  -0.4297
C -0.5240 3.7683 1.8174  -0.4178
C 0.8398 3.5648 2.4762  0.3497
O 1.3727 2.3408 2.0310  -0.0395
C 2.6014 1.9717 2.5955  -0.5660
H -2.4738 7.6646 6.8353  0.2692
H -3.7081 6.5613 6.4301  0.3243
H -3.3446 7.8882 5.2862  0.2858
H -3.0316 6.2367 3.5042  0.2986
H -3.6729 5.1570 4.6945  0.4689
H -2.4093 3.5569 3.6792  0.1108
H -1.0440 4.1823 4.4471  -0.2221
H -2.0326 5.1023 1.7988  0.3614
H -0.4101 3.9974 0.7566  0.2678
H -1.1113 2.8459 1.9204  0.1818
H 0.6324 3.4231 3.5440  -0.7326
H 1.4975 4.4273 2.3409  0.2814
H 3.4462 2.5437 2.1947  0.2632
H 2.7663 0.9040 2.4616  0.1931
H 2.6683 2.1689 3.6722  -0.0867
C 3.8184 -0.6795 -1.4730  0.1405
O 4.0910 -0.4982 -2.8507  -0.4144
C 4.2888 -1.7352 -3.5475  -0.8624
C 3.0364 -2.5847 -3.7812  -0.4311
N 2.7943 -3.5430 -2.7159  -0.1487
C 1.6856 -4.4285 -3.0162  -0.6466
C 1.2607 -5.3828 -1.9013  -0.8633
O 0.7663 -4.5832 -0.8539  -0.3117
C 0.5273 -5.2036 0.3841  -1.1187
H 3.9628 0.2650 -0.9497  0.1344
H 4.5398 -1.3806 -1.0319  0.5784
H 2.8381 -1.1078 -1.2486  -0.5590
H 5.0023 -2.3912 -3.0410  0.3729
H 4.7472 -1.4017 -4.4758  0.4091
H 3.1981 -3.1907 -4.6784  0.5708
H 2.1761 -1.9486 -4.0403  0.2055
H 2.6153 -3.1167 -1.8135  -0.1118
H 1.9153 -5.0763 -3.8701  0.4691
H 0.8129 -3.8308 -3.3291  0.2982
H 2.1843 -5.8973 -1.6064  0.3648
H 0.5721 -6.1236 -2.3125  0.4217
H -0.2159 -6.0112 0.3081  0.3116
H 0.0923 -4.4510 1.0382  0.3009
H 1.3799 -5.7290 0.8247  0.3752
C -3.0903 -2.8459 -1.7391  -0.0738
O -3.9191 -2.3524 -2.7841  -0.1939
C -5.2263 -2.8785 -2.7032  -0.5961
C -6.1115 -2.3197 -3.8221  -0.5520
N -7.3738 -3.0213 -3.9010  -0.2797
C -8.1626 -2.5638 -5.0273  -0.5360
C -9.5159 -3.2343 -5.0659  -0.6325
O -10.1793 -2.8799 -3.8454  -0.3008
C -11.3090 -3.6451 -3.5296  -0.7305
H -3.6839 -2.7491 -0.8208  0.3576
H -2.2554 -2.1617 -1.5922  -0.4639
H -2.7640 -3.8704 -1.9228  0.3662
H -5.6544 -2.6528 -1.7188  0.3484
H -5.1788 -3.9708 -2.7772  0.3352
H -5.5528 -2.2152 -4.7537  0.3928
H -6.2955 -1.2543 -3.6001  0.0955
H -7.9229 -2.8732 -3.0631  0.2638
H -7.7051 -2.8765 -5.9722  0.3594
H -8.2851 -1.4729 -5.0595  0.3393
H -9.3671 -4.3178 -5.0099  0.3814
H -10.1398 -2.8933 -5.8943  0.3744
H -11.5437 -3.5124 -2.4770  0.2399
H -11.1831 -4.7071 -3.7683  0.3085
H -12.2066 -3.3660 -4.0966  0.2730
N 0.3616 -1.8122 -0.5706  0.8455
C 0.6790 -1.0144 0.4863  0.1939
N 0.5296 0.3117 0.1679  0.9882
O 1.0765 -1.4017 1.5862  -0.6830
H 0.5687 -2.7979 -0.5987  -0.1998
H 0.0083 -1.3555 -1.3986  -0.0860
H 0.8780 0.9851 0.8368  -0.0724
H -0.0654 0.5274 -0.6294  -0.1904

=====

C6H7ClFI as an isolated structure in a non-equilibrium geometry, computed with the ωB97M-V functional and the def2-TZVPD basis.

The value obtained for the lowest unoccupied orbital energy is -0.14 eV. The calculation puts the energy relative to the best compared isomer or geometry (same formula, charge and spin) at 0.000 eV. Its total energy is -1090.489646 hartree.

Each line ends with the Mulliken charge.
Cartesian coordinates (Å):
C 0.6543 1.0625 -1.0693  -0.3771
C 0.9855 1.3906 0.1614  -0.5387
C -0.1256 -0.2365 -1.4520  -0.4620
C 0.7563 0.5056 1.3728  -0.0251
C -0.2439 -1.0935 0.8405  -0.2818
C -1.1306 -0.5805 -0.2387  -0.7372
F 0.5899 -2.0790 0.5015  -0.2745
Cl -0.1868 1.3203 2.6463  -0.1881
I -2.7124 -2.1960 -0.7996  -0.0500
H 0.8315 1.7786 -1.8647  0.3855
H 1.6501 2.1889 0.2457  0.4169
H -0.6400 -0.0186 -2.4205  0.3780
H 0.6049 -1.0305 -1.5465  0.3290
H 1.7314 0.2067 1.8782  0.3531
H -0.7574 -1.2787 1.6848  0.5782
H -2.0073 0.0603 0.0602  0.4938

=====

C25H28Br2FeN6O3S3 as an isolated structure in a non-equilibrium geometry, computed with the ωB97M-V functional and the def2-TZVPD basis.

The value obtained for the lowest unoccupied orbital energy (alpha / beta) is -4.12 / -3.58 eV. The spin multiplicity is 2. Its charge is +1. Its total energy is -9129.828185 hartree.

Each line ends with the Mulliken spin population.
Cartesian coordinates (Å):
Fe 0.3112 0.8823 -0.5507  1.1885
C -1.1595 0.5500 2.7781  0.0004
C 0.2763 0.9216 2.7143  0.0033
C 0.9590 1.1046 3.9428  -0.0008
C 2.2967 1.3301 3.9800  -0.0020
C 3.0111 1.3901 2.7620  0.0040
C 4.4104 1.5740 2.6419  0.0066
Br 5.4752 1.7513 4.1888  0.0006
C 5.0073 1.6156 1.4138  -0.0033
C 4.2374 1.4885 0.2441  0.0069
Br 5.0724 1.5402 -1.4364  0.0006
C 2.8748 1.3242 0.3192  -0.0154
O 2.0937 1.2354 -0.7423  0.0105
C 2.2584 1.2554 1.5844  0.0088
N 0.8966 1.0218 1.5511  -0.0378
H -1.7767 1.4102 3.0388  0.0007
H -1.3171 -0.2043 3.5496  0.0000
H -1.4970 0.1521 1.8342  0.0026
H 0.3828 1.0309 4.8548  -0.0001
H 2.8205 1.4451 4.9190  -0.0003
H 6.0768 1.7450 1.3274  0.0000
C -1.2173 3.8074 -1.7039  0.0024
S 0.3711 3.0485 -1.3316  -0.0718
C 0.7740 3.9780 0.1644  0.0042
H -1.9866 3.5389 -0.9876  -0.0016
H -1.5029 3.5017 -2.7073  0.0002
H -1.0597 4.8846 -1.6929  -0.0029
H 0.7187 5.0400 -0.0660  -0.0029
H 1.7917 3.7236 0.4493  0.0000
H 0.0803 3.7361 0.9671  -0.0010
O -3.7194 2.5909 0.0810  -0.0006
S -3.5272 1.1730 0.1048  -0.0024
O -3.8219 0.4450 1.2930  0.0000
N -1.9165 0.9213 -0.4713  -0.0010
C -1.9963 0.5582 -1.7363  0.0026
S -0.5813 0.5687 -2.6574  -0.0830
C -3.3258 0.1800 -2.2509  0.0074
C -3.6562 -0.4419 -3.4408  -0.0046
C -4.9843 -0.8090 -3.6299  -0.0005
C -5.9415 -0.5688 -2.6493  0.0004
C -5.6062 0.0552 -1.4499  -0.0005
C -4.2897 0.4250 -1.2936  0.0006
H -2.9053 -0.6418 -4.1944  0.0014
H -5.2755 -1.3013 -4.5475  0.0000
H -6.9627 -0.8842 -2.8146  0.0000
H -6.3437 0.2384 -0.6808  0.0000
C 2.2431 -1.6007 -0.5891  0.0109
N 0.7637 -1.3398 -0.5042  -0.0487
C 0.3019 -1.9091 0.8145  0.0200
N 0.6163 -3.3112 0.9675  -0.0003
C 2.0695 -3.4748 0.8515  0.0004
N 2.5573 -3.0064 -0.4464  -0.0018
C 1.8849 -3.7673 -1.4973  -0.0007
N 0.4313 -3.6007 -1.4186  -0.0016
C 0.1217 -2.1970 -1.5635  0.0084
C -0.0253 -4.0639 -0.1095  -0.0007
H 2.7358 -1.0556 0.2126  0.0002
H 2.5997 -1.2232 -1.5474  -0.0023
H -0.7791 -1.7651 0.8801  -0.0078
H 0.7902 -1.3583 1.6114  0.0027
H 2.3184 -4.5294 0.9688  0.0000
H 2.5588 -2.9076 1.6458  0.0000
H 2.1298 -4.8237 -1.3890  -0.0001
H 2.2341 -3.4232 -2.4721  0.0002
H -0.9590 -2.0577 -1.5093  0.0006
H 0.4762 -1.8558 -2.5339  0.0003
H 0.2124 -5.1220 -0.0003  -0.0002
H -1.1078 -3.9387 -0.0402  0.0000